Record 1
C17H31F3O in the gas phase, computed with the ωB97M-V functional and the def2-TZVPD basis.

The geometry in XYZ format:
```
52
C17H31F3O the ωB97M-V functional and the def2-TZVPD basis
F 5.577 2.597 5.542
F 4.423 3.761 4.140
F 5.326 1.908 3.513
O 3.271 1.310 6.042
C -2.149 0.083 2.291
C 1.197 -1.430 -3.717
C 4.705 2.510 4.543
C -1.723 -0.699 1.049
C 1.722 -2.002 -5.034
C -2.488 1.202 -1.377
C 2.435 1.651 3.802
C 1.158 0.906 4.183
C 3.401 1.742 4.937
C 0.181 0.831 3.013
C -3.454 0.359 -0.542
C -1.091 0.077 3.395
C -2.868 -0.920 0.059
C -0.623 -0.132 -2.534
C 0.925 -3.204 -5.527
C -1.999 0.519 -2.663
C -0.179 -0.780 -3.843
H -4.301 0.079 -1.174
H 0.897 -3.980 -4.764
H 0.666 0.330 2.173
H -1.350 -1.678 1.363
H 1.707 -1.220 -5.797
H -0.095 -2.924 -5.772
H -3.065 -0.361 2.687
H -2.728 -0.233 -2.973
H -3.848 0.981 0.264
H -0.083 1.842 2.693
H -0.837 -0.954 3.649
H -3.674 -1.452 0.573
H 2.763 -2.304 -4.892
H 2.206 2.669 3.469
H -0.636 -0.890 -1.750
H -1.944 1.261 -3.463
H 1.417 -0.101 4.512
H -1.630 1.496 -0.771
H 1.385 -3.621 -6.421
H -0.917 -1.531 -4.133
H -2.370 1.116 2.020
H -2.519 -1.566 -0.748
H 0.687 1.415 5.026
H 1.154 -2.227 -2.971
H 1.906 -0.679 -3.356
H 2.940 1.155 2.966
H -3.016 2.120 -1.647
H -0.906 -0.180 0.549
H 0.107 0.630 -2.245
H -1.516 0.540 4.289
H -0.149 -0.023 -4.630
```

Its HOMO energy is -10.57 eV. As for the relative energy (zero: lowest compared OMol25 entry of this formula, charge and spin): 11.1 kJ/mol. Its total charge is 0. As for the gap between HOMO and LUMO: 11.3 eV. Its SMILES is CCCCCCCCCCCCCCCC(=O)C(F)(F)F.

Results of the Mulliken charge analysis, in e, for atoms 1 through 6:
1. F -0.242
2. F -0.270
3. F -0.270
4. O -0.513
5. C -0.611
6. C -0.589

***

Record 2
C17H31F3O in the gas phase, computed with the ωB97M-V functional and the def2-TZVPD basis.

The geometry in XYZ format:
```
52
C17H31F3O the ωB97M-V functional and the def2-TZVPD basis
F -1.490 -2.059 7.435
F -0.310 -2.863 5.823
F -0.982 -4.156 7.411
O -3.238 -4.441 5.990
C -0.623 -1.079 -1.411
C -2.623 -0.707 0.132
C 4.941 4.508 -1.528
C -2.654 -3.408 5.840
C -2.465 -2.616 3.507
C -2.144 -0.996 -1.291
C -1.341 -3.134 6.641
C 2.939 3.533 -2.773
C -2.280 -1.818 1.122
C -2.846 -1.526 2.510
C -0.157 -1.081 -2.870
C 1.165 0.997 -3.604
C 4.278 4.264 -2.878
C 1.746 1.340 -2.234
C -0.197 0.302 -3.536
C -3.020 -2.298 4.911
C 3.082 2.083 -2.314
H 0.863 -1.468 -2.921
H -2.585 -1.934 -1.638
H -2.866 -3.576 3.177
H 1.869 0.355 -4.140
H 5.220 3.572 -1.052
H -0.568 0.198 -4.558
H 1.030 1.952 -1.679
H -1.197 -1.922 1.196
H 2.291 4.069 -2.076
H -0.896 0.948 -3.002
H 3.749 1.551 -2.996
H 1.048 1.914 -4.186
H -3.934 -1.448 2.452
H -0.176 -0.234 -0.884
H -3.707 -0.570 0.117
H 3.541 2.069 -1.323
H -0.274 -1.995 -0.931
H -4.107 -2.236 4.851
H -2.684 -2.765 0.757
H -2.512 -0.202 -1.944
H -1.378 -2.700 3.553
H 2.459 3.554 -3.753
H -0.791 -1.774 -3.426
H 4.110 5.229 -3.365
H 4.266 5.044 -0.864
H 1.902 0.415 -1.676
H 4.953 3.688 -3.515
H -2.177 0.230 0.476
H -2.462 -0.565 2.859
H -2.613 -1.349 5.260
H 5.843 5.104 -1.653
```

Its HOMO energy is -10.48 eV. As for the relative energy (zero: lowest compared OMol25 entry of this formula, charge and spin): 19.8 kJ/mol. Its total charge is 0. As for the gap between HOMO and LUMO: 11.1 eV. Its SMILES is CCCCCCCCCCCCCCCC(=O)C(F)(F)F.

Results of the Mulliken charge analysis, in e, for atoms 1 through 6:
1. F -0.273
2. F -0.249
3. F -0.250
4. O -0.507
5. C -0.401
6. C -0.821

***

Record 3
C17H31F3O2P2Tc as an isolated structure, computed with the ωB97M-V functional and the def2-TZVPD basis.

The geometry in XYZ format:
```
56
C17H31F3O2P2Tc the ωB97M-V functional and the def2-TZVPD basis
Tc 1.307 2.715 -0.078
P 1.514 1.314 -2.284
P -0.685 2.042 1.096
F 0.695 -2.831 -1.057
F 0.190 -2.064 0.949
F 2.305 -2.617 0.405
O 1.483 -0.390 -1.724
O 1.709 0.308 0.411
C -0.130 3.475 -1.187
C 0.233 2.694 -2.401
C -1.319 0.458 1.749
C 2.703 6.480 0.319
C 3.711 5.640 -0.451
C 1.503 6.412 -2.222
C 0.248 6.627 -1.349
C 1.171 0.749 -3.933
C 2.166 5.066 -2.237
C 1.442 5.720 0.657
C 0.295 6.003 0.021
C -0.398 2.821 2.730
C 2.939 4.584 -1.243
C 3.280 1.296 -2.133
C -2.367 2.616 0.626
C 1.459 -0.546 -0.443
C 1.143 -2.062 -0.031
H 2.212 7.235 -2.082
H -0.577 3.905 2.638
H -0.570 -0.137 2.264
H -1.118 2.344 3.418
H 3.618 0.270 -2.383
H 4.452 5.208 0.236
H -0.601 6.215 -1.914
H -2.532 2.403 -0.439
H 4.285 6.300 -1.137
H -1.802 -0.136 0.974
H 3.408 3.600 -1.241
H 1.959 1.252 -4.518
H -1.087 4.028 -1.221
H -0.686 2.299 -2.824
H 0.740 3.287 -3.156
H 0.032 7.715 -1.302
H -2.510 3.690 0.809
H -0.676 5.896 0.501
H 0.636 2.617 3.062
H 0.169 1.088 -4.256
H -2.087 0.738 2.480
H 3.662 1.613 -1.144
H 2.464 7.377 -0.261
H 1.204 6.584 -3.264
H 1.574 4.951 1.416
H 0.820 4.164 -0.799
H 3.151 6.924 1.216
H 2.099 4.609 -3.227
H -3.101 2.028 1.206
H 3.571 1.998 -2.916
H 1.246 -0.346 -3.997
```

Its HOMO energy (alpha / beta) is -14.40 / -14.51 eV. As for the relative energy (zero: lowest compared OMol25 entry of this formula, charge and spin): 303.4 kJ/mol. Its total charge is +2. The spin multiplicity is 4. As for the gap between HOMO and LUMO (alpha / beta): 7.1 / 6.6 eV.

Results of the Mulliken charge analysis, in e, for atoms 1 through 6:
1. Tc -0.681
2. P 1.890
3. P 1.564
4. F -0.224
5. F -0.190
6. F -0.220